one) {
  "formula": "H24O12",
  "method": "ωB97M-V/def2-TZVPD",
  "species": ["O", "H", "H", "O", "H", "H", "O", "H", "H", "O", "H", "H", "O", "H", "H", "O", "H", "H", "O", "H", "H", "O", "H", "H", "O", "H", "H", "O", "H", "H", "O", "H", "H", "O", "H", "H"],
  "positions_angstrom": [[2.6308, -2.3602, -3.2407], [2.4993, -2.2646, -2.2819], [3.1124, -3.1318, -3.3097], [-1.0952, -3.4320, -0.1620], [-0.1842, -3.6556, -0.3897], [-1.2119, -2.6434, -0.7736], [-2.3999, -1.7014, 1.8407], [-2.7060, -2.5883, 2.0717], [-1.6549, -1.9325, 1.3448], [2.8218, -1.1546, -0.3909], [2.9680, -0.3141, -0.7494], [2.6513, -1.0644, 0.5597], [0.9291, 0.3202, 2.1200], [1.9014, 0.3121, 2.1836], [0.7067, 1.1941, 2.4102], [0.4938, -0.4658, -2.9436], [0.6651, -1.3846, -3.2365], [1.3200, 0.0381, -2.9924], [2.5554, 1.4840, -1.0852], [3.1781, 2.2028, -1.3191], [1.6651, 1.9331, -1.0391], [-3.2044, 1.2222, 2.1887], [-3.1240, 0.2467, 2.3215], [-3.0652, 1.4706, 1.2680], [-0.8162, 2.4138, 2.9674], [-1.5861, 2.0698, 2.6208], [-1.1458, 2.9088, 3.6986], [0.0579, 2.8142, -0.4129], [-0.7900, 2.7171, -0.8049], [-0.0990, 2.6263, 0.5279], [-2.3005, 1.6069, -0.6804], [-2.9146, 1.2913, -1.3303], [-1.7343, 0.8386, -0.5301], [-0.4061, -0.4310, -0.1707], [0.2071, -0.6372, -0.9046], [0.0750, -0.5490, 0.6238]],
  "spin_multiplicity": 1,
  "smiles": "O.O.O.O.O.O.O.O.O.O.O.O",
  "homo_ev": -11.1396,
  "total_charge": 0,
  "homo_lumo_gap_ev": 11.311,
  "lumo_ev": 0.2
}


two) {
  "formula": "H24O12",
  "method": "ωB97M-V/def2-TZVPD",
  "species": ["O", "H", "H", "O", "H", "H", "O", "H", "H", "O", "H", "H", "O", "H", "H", "O", "H", "H", "O", "H", "H", "O", "H", "H", "O", "H", "H", "O", "H", "H", "O", "H", "H", "O", "H", "H"],
  "positions_angstrom": [[2.4426, 0.8306, -1.0785], [2.3798, 1.0725, -2.0316], [3.3828, 0.3870, -0.9123], [-1.4145, -1.3934, -3.8528], [-1.1748, -0.4595, -4.0477], [-0.8648, -1.4024, -2.8402], [0.1743, -2.0830, -1.6225], [0.1943, -1.2939, -1.0184], [0.8025, -2.6006, -1.1960], [2.1156, 3.1929, 0.4223], [2.8472, 3.6657, 0.3796], [2.2664, 2.3422, 0.1078], [-2.6643, 0.2143, -1.3265], [-1.7622, 0.3051, -0.9063], [-3.1878, 0.8254, -0.7749], [-1.0439, -2.1775, 3.9057], [-1.0908, -1.8897, 2.8492], [-1.5279, -3.1114, 4.1797], [-0.1237, 2.4126, -2.3915], [0.7295, 2.1670, -2.7928], [-0.3371, 3.3102, -2.4646], [-2.1172, -1.8228, 1.4814], [-2.3205, -2.6543, 0.9927], [-2.9918, -1.5231, 1.4412], [0.4496, 0.4464, 2.0806], [0.6210, 1.3882, 2.2948], [1.0935, 0.0360, 2.7557], [-0.8489, 2.8567, 0.3123], [0.0563, 3.2734, 0.1104], [-0.6136, 2.4262, -0.4922], [1.5928, -2.9260, 1.9996], [0.7041, -2.4292, 2.1897], [2.2421, -2.7134, 2.7030], [-0.1275, -0.4652, -0.3478], [-0.2487, -0.4326, 0.5933], [0.3657, 0.2257, -0.7025]],
  "spin_multiplicity": 1,
  "homo_ev": -9.2845,
  "total_charge": 0,
  "homo_lumo_gap_ev": 8.677,
  "lumo_ev": -0.6
}


three) {
  "formula": "H24O12",
  "method": "ωB97M-V/def2-TZVPD",
  "species": ["O", "H", "H", "O", "H", "H", "O", "H", "H", "O", "H", "H", "O", "H", "H", "O", "H", "H", "O", "H", "H", "O", "H", "H", "O", "H", "H", "O", "H", "H", "O", "H", "H", "O", "H", "H"],
  "positions_angstrom": [[-3.8212, 8.0436, 8.9082], [-3.6885, 7.6307, 8.0433], [-3.2415, 7.5220, 9.4705], [-1.1584, 8.3983, 11.7676], [-0.6450, 8.1685, 10.9779], [-1.9712, 8.7700, 11.4550], [-4.4441, 4.3452, 6.9218], [-4.3471, 3.4564, 6.4886], [-4.0064, 4.2974, 7.7680], [-3.6990, 4.4538, 12.1667], [-3.9125, 4.3302, 13.1004], [-3.2866, 5.3261, 12.1274], [-5.7626, 6.4449, 9.4821], [-4.9694, 6.9748, 9.1960], [-5.9426, 5.9986, 8.6869], [0.8173, 4.6677, 9.8065], [0.8446, 3.7350, 9.7912], [0.3669, 4.8936, 10.6300], [-0.4492, 5.2726, 11.9483], [-0.1484, 5.6947, 12.7535], [-0.7948, 4.4034, 12.2540], [-1.5046, 4.4004, 8.3636], [-0.6372, 4.2761, 8.7850], [-2.0760, 3.7132, 8.6967], [0.5141, 8.0508, 9.7247], [-0.0651, 7.5276, 9.1815], [0.7595, 8.9242, 9.3390], [-2.8808, 6.6502, 13.7575], [-3.6945, 6.9656, 13.3904], [-2.1217, 7.1411, 13.5142], [-3.7734, 3.5884, 9.4753], [-3.8277, 2.7958, 9.9725], [-3.7829, 4.3263, 10.0788], [-2.3485, 6.2338, 10.2088], [-2.1395, 5.5529, 9.5815], [-1.6791, 6.2182, 10.8980]],
  "spin_multiplicity": 1,
  "smiles": "O.O.O.O.O.O.O.O.O.O.O.O",
  "homo_ev": -10.1147,
  "total_charge": 0,
  "homo_lumo_gap_ev": 9.921,
  "lumo_ev": -0.2
}


four) {
  "formula": "H24O12",
  "method": "ωB97M-V/def2-TZVPD",
  "species": ["O", "H", "H", "O", "H", "H", "O", "H", "H", "O", "H", "H", "O", "H", "H", "O", "H", "H", "O", "H", "H", "O", "H", "H", "O", "H", "H", "O", "H", "H", "O", "H", "H", "O", "H", "H"],
  "positions_angstrom": [[-2.8777, 2.0562, 0.6900], [-2.3341, 2.5220, 0.0325], [-2.2471, 1.4659, 1.1508], [-0.1842, -1.2685, 0.4767], [0.1093, -1.1249, 1.3911], [0.2236, -0.5546, -0.0367], [-1.1395, 1.1303, 2.8321], [-0.3840, 1.5623, 2.3800], [-0.7560, 0.3393, 3.2483], [2.0882, -0.6377, -3.6088], [1.2270, -0.2553, -3.3700], [2.7136, -0.2441, -2.9893], [-1.4422, -2.1273, -3.1292], [-2.3960, -2.0350, -3.2718], [-1.3728, -2.5295, -2.2501], [-0.5681, 0.5739, -3.0169], [-0.8780, -0.3491, -2.8015], [-1.1337, 0.8456, -3.7510], [3.1754, -3.2068, 1.7703], [3.4511, -2.9507, 2.6576], [2.3011, -2.8105, 1.6471], [-3.0371, -1.6768, 0.4944], [-3.1810, -1.1980, 1.3179], [-2.1508, -1.3821, 0.1903], [1.2120, 2.1076, 1.2629], [0.7761, 2.3011, 0.3910], [1.3155, 2.9696, 1.6911], [2.6251, 0.5393, -0.9002], [2.3257, 0.9407, -0.0656], [2.3940, 1.1885, -1.5793], [-0.5344, 2.6197, -0.8923], [-0.5242, 2.1560, -1.7659], [-0.2532, 3.5240, -1.1073], [0.3920, -1.4753, 3.2563], [-0.1466, -1.8374, 3.9755], [1.2110, -1.1783, 3.6800]],
  "spin_multiplicity": 1,
  "smiles": "O.O.O.O.O.O.O.O.O.O.O.O",
  "homo_ev": -10.4303,
  "total_charge": 0,
  "homo_lumo_gap_ev": 10.079,
  "lumo_ev": -0.4
}


The least stable of them is two).


one) {
  "formula": "H24O12",
  "method": "ωB97M-V/def2-TZVPD",
  "species": ["O", "H", "H", "O", "H", "H", "O", "H", "H", "O", "H", "H", "O", "H", "H", "O", "H", "H", "O", "H", "H", "O", "H", "H", "O", "H", "H", "O", "H", "H", "O", "H", "H", "O", "H", "H"],
  "positions_angstrom": [[4.6134, 10.2721, 4.1833], [4.8021, 9.6343, 3.4615], [5.0528, 11.0888, 3.9107], [7.6619, 10.6712, 1.4519], [7.0729, 11.3099, 1.9031], [7.4545, 10.7881, 0.5034], [2.8491, 12.5351, -1.7797], [3.0583, 11.9647, -1.0312], [1.9066, 12.7074, -1.6938], [6.0868, 12.5844, 2.7676], [5.3245, 13.0038, 2.3256], [6.6574, 13.3115, 3.0461], [1.3031, 11.8253, 0.5969], [0.7909, 11.2422, 1.1687], [2.1519, 11.9284, 1.0513], [4.2613, 10.5592, 0.1253], [4.5863, 10.5842, 1.0389], [3.7565, 9.7352, 0.0742], [5.9889, 7.7784, -1.3974], [5.2019, 7.4998, -0.9076], [6.0917, 7.1298, -2.1028], [6.5569, 11.9076, -0.7616], [6.3469, 12.8471, -0.7655], [5.6919, 11.4569, -0.6672], [3.0885, 9.5118, -2.8930], [2.3584, 8.9034, -2.7350], [3.8140, 9.1818, -2.3445], [3.5837, 7.3768, 0.2355], [3.3477, 7.0966, 1.1293], [2.9449, 6.9348, -0.3388], [5.9272, 8.6409, 2.3867], [6.0099, 7.8957, 1.7817], [6.6995, 9.2147, 2.1679], [3.6761, 13.4089, 1.6228], [3.0034, 13.9130, 1.1425], [3.3494, 13.3727, 2.5354]],
  "spin_multiplicity": 1,
  "smiles": "O.O.O.O.O.O.O.O.O.O.O.O",
  "homo_ev": -10.5988,
  "total_charge": 0,
  "homo_lumo_gap_ev": 10.244,
  "lumo_ev": -0.4
}


two) {
  "formula": "H24O12",
  "method": "ωB97M-V/def2-TZVPD",
  "species": ["O", "H", "H", "O", "H", "H", "O", "H", "H", "O", "H", "H", "O", "H", "H", "O", "H", "H", "O", "H", "H", "O", "H", "H", "O", "H", "H", "O", "H", "H", "O", "H", "H", "O", "H", "H"],
  "positions_angstrom": [[0.8462, 0.1142, -1.0067], [1.2915, -0.7360, -1.0959], [-0.0903, -0.1125, -0.9867], [1.4196, -2.5184, -1.9142], [1.8896, -3.3202, -1.6586], [0.4891, -2.7595, -1.8441], [-1.6814, -1.4166, 1.3421], [-2.6063, -1.4782, 1.6062], [-1.2508, -2.1290, 1.8280], [-2.5389, 1.8826, -0.1715], [-2.1597, 1.3991, -0.9140], [-2.4077, 2.8089, -0.4033], [0.7921, 3.8072, -2.8998], [-0.1435, 4.0085, -2.7853], [1.2384, 4.6325, -2.6791], [0.5778, -0.0852, 2.0651], [-0.0813, 0.1073, 2.7415], [0.9423, -0.9376, 2.3288], [-2.1119, -1.9111, -1.3483], [-2.9478, -2.3470, -1.1475], [-1.7264, -2.4532, -2.0457], [-0.0703, 3.5628, 0.5122], [0.8535, 3.8297, 0.4462], [-0.0720, 2.6475, 0.2101], [-0.4276, 1.8865, 2.6985], [-1.2358, 1.4196, 2.4580], [-0.5441, 2.0907, 3.6333], [3.5968, -1.1118, 1.7774], [4.1345, -1.6491, 1.1848], [3.5052, -1.6550, 2.5683], [4.5448, -0.7104, -1.1241], [4.3396, -1.4849, -0.5884], [5.4538, -0.4951, -0.8866], [-4.9798, -1.5048, -0.5966], [-4.6506, -2.4103, -0.5720], [-4.1886, -0.9712, -0.7319]],
  "spin_multiplicity": 1,
  "smiles": "O.O.O.O.O.O.O.O.O.O.O.O",
  "homo_ev": -9.6147,
  "total_charge": 0,
  "homo_lumo_gap_ev": 9.466,
  "lumo_ev": -0.1
}


The least stable of them is two).


one) {
  "formula": "H24O12",
  "method": "ωB97M-V/def2-TZVPD",
  "species": ["O", "H", "H", "O", "H", "H", "O", "H", "H", "O", "H", "H", "O", "H", "H", "O", "H", "H", "O", "H", "H", "O", "H", "H", "O", "H", "H", "O", "H", "H", "O", "H", "H", "O", "H", "H"],
  "positions_angstrom": [[-0.7670, -0.4559, -0.3127], [-0.8041, -0.8675, 0.5581], [-1.0977, -1.1375, -0.9085], [2.0156, -1.3260, 3.4627], [2.6072, -1.5437, 2.7336], [1.3798, -2.0503, 3.4731], [1.8346, -0.2251, -0.2033], [2.5125, -0.6560, -0.7360], [1.2056, -0.9293, -0.0098], [2.4483, 3.2105, 1.0875], [2.1958, 2.3973, 0.6359], [3.2860, 3.4555, 0.6786], [-4.1704, -0.1350, -0.5095], [-3.2346, -0.3464, -0.4172], [-4.2956, 0.6299, 0.0633], [-1.4762, 3.1122, -0.7865], [-1.4685, 2.3782, -1.4111], [-2.0283, 3.7773, -1.2130], [-1.4587, -3.2244, -2.4073], [-1.2147, -3.1657, -1.4767], [-0.9780, -3.9960, -2.7275], [1.4233, -2.8711, -1.2859], [1.2386, -3.6617, -1.8053], [1.3560, -3.1698, -0.3720], [2.4189, 0.6143, -3.4687], [2.4529, 1.2954, -2.7876], [1.8234, 0.9774, -4.1340], [-2.8575, -2.7804, 0.0312], [-3.4471, -2.7651, -0.7311], [-2.3252, -1.9831, -0.0679], [0.8471, 4.4171, 0.2406], [1.4908, 4.7324, -0.4038], [0.6959, 3.4985, -0.0091], [-0.1494, 0.8905, 5.0030], [-0.8151, 1.2977, 4.4372], [-0.6442, 0.6060, 5.7797]],
  "spin_multiplicity": 1,
  "smiles": "O.O.O.O.O.O.O.O.O.O.O.O",
  "homo_ev": -8.7532,
  "total_charge": 0,
  "homo_lumo_gap_ev": 8.303,
  "lumo_ev": -0.5
}


two) {
  "formula": "H24O12",
  "method": "ωB97M-V/def2-TZVPD",
  "species": ["H", "H", "H", "H", "H", "H", "H", "H", "H", "H", "H", "H", "H", "H", "H", "H", "H", "H", "H", "H", "H", "H", "H", "H", "O", "O", "O", "O", "O", "O", "O", "O", "O", "O", "O", "O"],
  "positions_angstrom": [[-0.1618, 0.9186, -0.7242], [-1.2429, 0.6058, 0.1841], [4.4064, 2.7826, -1.0847], [3.1084, 2.2317, -0.5112], [3.2045, -2.2078, 0.1645], [2.3564, -3.3719, 0.3972], [-4.7549, 2.3581, 0.7221], [-5.5127, 1.3419, -0.0141], [-3.8186, -0.3934, 0.1182], [-5.0429, -1.0858, 0.7691], [2.1831, -0.5455, 2.1557], [2.2191, -1.3861, 3.3200], [1.4716, 3.7002, 0.2869], [2.9777, 3.9684, 0.3244], [-1.4789, 1.6640, -2.1338], [-2.6545, 0.8757, -1.8217], [0.0785, -0.0199, 4.0175], [-0.3102, -0.7323, 2.6811], [-2.1219, -2.6234, -2.7565], [-3.0939, -2.4005, -1.5918], [0.6781, -1.3355, -2.2299], [1.4976, -2.6051, -2.3619], [2.1776, -0.4553, -0.1427], [3.1369, 0.2486, -0.9859], [-0.3018, 0.5296, 0.2153], [3.8882, 2.0250, -1.0473], [3.2939, -3.1148, 0.1505], [-5.5078, 1.6750, 0.8930], [-4.0236, -1.1649, 0.6658], [1.6258, -0.8546, 2.8779], [2.2323, 3.7149, -0.2295], [-2.2257, 1.6214, -1.4292], [0.1482, -0.9142, 3.5160], [-2.1644, -2.4360, -1.8690], [0.6142, -2.2940, -2.3662], [3.1183, -0.3206, -0.1597]],
  "spin_multiplicity": 1,
  "homo_ev": -6.4804,
  "total_charge": 0,
  "homo_lumo_gap_ev": 5.829,
  "lumo_ev": -0.7
}


The least stable of them is two).